{
  "formula": "C6H10N3O",
  "method": "ωB97M-V/def2-TZVPD",
  "homo_ev": -15.14,
  "charge": 1,
  "e_tot_ha": -473.80302,
  "gap_ha": 0.4157,
  "smiles": "N#COC(=[NH2+])N1CCCC1",
  "species": ["O", "N", "N", "N", "C", "C", "C", "C", "C", "C", "H", "H", "H", "H", "H", "H", "H", "H", "H", "H"],
  "positions_angstrom": [[-2.9108, -0.8288, 0.1621], [-5.2200, -0.3762, -0.2785], [-0.7773, -0.0879, 0.2034], [-2.4665, 1.5903, 0.1769], [1.1671, -1.3306, 0.0417], [0.2736, 0.8993, 0.0252], [-4.1302, -0.5465, -0.0007], [-1.9922, 0.3207, 0.1985], [-0.3441, -1.4536, 0.2104], [1.4018, 0.1162, -0.6637], [-3.3114, 1.8312, -0.2530], [-0.6127, -1.8818, 1.2047], [1.4991, -2.2341, -0.3112], [-1.7846, 2.4312, 0.2189], [1.1456, 0.0920, -1.7143], [-0.0904, 1.7078, -0.6268], [0.5382, 1.4022, 1.1171], [2.3113, 0.7459, -0.3708], [1.6173, -1.1997, 1.1420], [-0.7165, -2.0968, -0.6013]]
}